{
  "formula": "C17H24N2O6STa",
  "method": "ωB97M-V with the def2-TZVPD basis set",
  "species": ["Ta", "C", "C", "O", "C", "C", "C", "N", "N", "C", "O", "C", "C", "C", "C", "C", "C", "H", "H", "H", "H", "H", "H", "H", "H", "H", "H", "H", "H", "C", "S", "O", "O", "O", "H", "H", "H", "C", "C", "C", "C", "O", "H", "H", "H", "H", "H", "H", "H", "H", "H"],
  "positions_angstrom": [[0.588818, -0.296905, 0.731236], [4.823765, 0.528270, 0.510786], [3.400298, 0.947671, 0.393442], [2.528255, -0.024426, 0.408961], [3.000616, 2.242325, 0.227236], [1.659700, 2.614626, -0.000615], [1.390144, 4.042157, -0.350048], [0.642149, 1.755094, 0.080846], [-0.584545, 2.347624, -0.254880], [-1.527463, 1.495821, -0.126309], [-1.212715, 0.249228, 0.259038], [-2.946192, 1.783221, -0.350601], [-3.356245, 3.097968, -0.574584], [-4.694094, 3.371846, -0.790133], [-5.624110, 2.339663, -0.783357], [-5.217560, 1.032925, -0.559629], [-3.878961, 0.749696, -0.341263], [5.136919, 0.065274, -0.427481], [4.925699, -0.215772, 1.299585], [5.474279, 1.374666, 0.713826], [3.748894, 3.017787, 0.195345], [2.315087, 4.609824, -0.362911], [0.695279, 4.475071, 0.369478], [0.900346, 4.103418, -1.321222], [-2.622441, 3.892102, -0.574633], [-5.014431, 4.390545, -0.960344], [-6.670416, 2.558223, -0.950282], [-5.945007, 0.232763, -0.552493], [-3.557595, -0.266154, -0.159203], [1.592425, -2.563757, 3.535009], [0.468952, -1.222162, 3.371362], [-0.148511, -0.950184, 4.610439], [-0.421598, -1.523553, 2.190660], [1.266327, -0.092654, 2.725478], [1.024044, -3.424536, 3.881671], [2.328600, -2.277498, 4.283556], [2.066014, -2.770476, 2.577984], [1.273975, -2.504304, -2.558967], [0.317854, -2.746816, -1.408162], [-1.130528, -2.522867, -1.795320], [0.538139, -4.093067, -0.745459], [0.633010, -1.737174, -0.389387], [1.065546, -3.211702, -3.362235], [2.307451, -2.641962, -2.242822], [1.151347, -1.497080, -2.957660], [-1.430350, -3.276124, -2.525193], [-1.272629, -1.540808, -2.246884], [-1.782406, -2.614855, -0.926504], [0.335419, -4.891708, -1.459334], [-0.132854, -4.218424, 0.104359], [1.571306, -4.192847, -0.412376]],
  "forces_ev_per_a": [[0.106, -0.363, -0.436], [0.005, 0.028, -0.009], [-0.020, 0.090, 0.023], [-0.247, -0.136, 0.016], [-0.002, -0.089, 0.011], [0.085, 0.030, 0.027], [-0.030, -0.030, 0.025], [0.018, 0.194, -0.027], [-0.058, -0.002, 0.010], [-0.089, -0.083, 0.098], [0.160, -0.192, 0.159], [0.039, 0.153, -0.074], [-0.006, -0.024, -0.020], [0.037, 0.007, 0.006], [-0.027, 0.009, -0.008], [-0.008, -0.023, 0.003], [0.003, 0.021, 0.016], [-0.012, -0.033, 0.009], [0.010, 0.002, 0.009], [-0.014, 0.008, -0.006], [0.011, -0.007, -0.004], [0.003, 0.008, -0.002], [-0.006, 0.004, -0.006], [0.001, -0.008, -0.006], [0.005, 0.000, 0.001], [-0.006, 0.001, -0.001], [-0.003, -0.008, 0.000], [-0.001, -0.004, 0.000], [0.012, -0.007, 0.002], [-0.019, -0.009, 0.088], [0.043, -0.029, -0.269], [-0.054, 0.135, -0.074], [0.028, -0.199, 0.102], [0.102, 0.090, 0.153], [-0.025, 0.010, 0.000], [0.000, 0.004, 0.002], [-0.019, 0.028, -0.021], [-0.018, -0.041, -0.080], [0.033, 0.164, 0.156], [-0.054, -0.099, -0.095], [-0.026, -0.044, -0.046], [-0.014, 0.337, 0.145], [0.000, -0.011, 0.016], [0.008, 0.019, 0.022], [-0.001, 0.011, 0.016], [0.010, 0.011, 0.003], [0.022, 0.025, 0.027], [0.012, 0.015, 0.020], [-0.006, 0.011, -0.006], [0.007, 0.012, 0.018], [0.004, 0.012, 0.012]],
  "e_homo_ev": -11.5,
  "largest_force_ha_per_bohr": 0.0112,
  "total_charge": 1
}